Record 1
# C9H21FIInNO2Si2

A structure of composition C9H21FIInNO2Si2 (the ωB97M-V functional and the def2-TZVPD basis, OMol25).

```
! RIJCOSX wB97M-V def2-TZVPD def2/J DEFGRID3
* xyz 3 1
C -1.27353 -3.10842 1.28845
C 0.12191 -2.92659 0.68047
C 0.19676 -2.95088 -0.86772
C -1.16374 -2.81370 -1.59602
Si 1.39431 -1.58040 -1.42593
O 1.41889 -0.20617 -0.40613
Si 0.37870 1.02163 -0.48731
N -0.41144 1.15658 -2.04651
C 1.52710 2.66068 -0.32393
C 1.54377 3.29057 0.99765
C 0.72185 4.57431 1.11266
I -0.36254 4.17756 2.88326
C -1.01477 0.99813 0.77034
C -0.62003 0.52794 2.13379
O 0.46126 0.12281 2.43894
F -1.59147 0.62752 3.02002
H -1.20006 -2.83918 2.33280
H -2.04014 -2.46722 0.87086
H -1.55825 -4.14801 1.28321
H 0.57178 -2.04309 1.11821
H 0.71940 -3.75488 1.02604
H 0.61415 -3.89121 -1.19652
H -0.91924 -2.48884 -2.63900
H -1.65641 -3.78125 -1.70349
H -1.82739 -2.05982 -1.17918
H 2.74448 -2.14745 -1.34103
H 1.16060 -1.22743 -2.84380
H -1.31226 1.60772 -1.90422
H 0.09616 1.76579 -2.68008
H 2.53755 2.27377 -0.49265
H 1.22006 3.35416 -1.09328
H 1.25354 2.57371 1.83066
H 2.58547 3.57720 1.22753
H 0.09005 4.73556 0.25110
H 1.34230 5.44525 1.24635
H -1.77992 0.31684 0.40329
H -1.51876 1.95154 0.87489
In -2.45013 -2.32475 -3.56371
*
```

largest force on an atom	4.14	eV Å⁻¹
gap between HOMO and LUMO	2.67	eV
electronic energy	-1726.25547	a.u.


Record 2
# C9H21GdINO5P2

A structure of composition C9H21GdINO5P2 (the ωB97M-V functional and the def2-TZVPD basis, OMol25).

```
! RIJCOSX wB97M-V def2-TZVPD def2/J DEFGRID3
* xyz 2 8
C 6.40634 0.44978 -3.64974
C 5.08045 -0.24308 -3.39382
H 6.92898 -0.10986 -4.43959
H 7.03886 0.44763 -2.75302
H 6.25826 1.47916 -4.00013
O 4.66720 -1.23016 -3.95686
I 3.64235 0.55590 -1.82433
Gd 0.09495 0.39967 0.27610
P -1.03583 1.56591 -2.06844
C -2.61311 1.12566 -2.91011
C -1.58601 3.15910 -1.31513
H -1.97655 3.82631 -2.09839
H -0.41743 2.99380 -4.01414
H -0.73793 3.64597 -0.81913
H 0.96552 2.57315 -2.93487
H -3.36334 0.94412 -2.13118
H -2.35488 2.96701 -0.55497
C 0.04899 2.19800 -3.40697
H -2.95870 1.92878 -3.58480
H 0.33600 1.34893 -4.03697
H -2.45231 0.19796 -3.46724
P 1.38367 -1.64523 1.78641
C 0.68601 -3.25429 2.34595
C 3.18081 -1.95583 1.58478
H 1.85546 0.19821 3.32107
H 1.94261 -1.38292 4.15535
H 0.34917 -0.62904 3.75915
C 1.38192 -0.78578 3.42029
H 3.65454 -0.99402 1.35199
H 3.65367 -2.40501 2.47586
H 1.27805 -3.69776 3.16586
H 0.65630 -3.92847 1.48492
H 3.31475 -2.60065 0.70933
H -0.34031 -3.06886 2.68467
C -1.20956 -1.38231 -0.39767
O -1.44043 -2.32274 -1.04359
O -3.41649 0.67100 2.66704
N -2.53804 0.34562 1.88259
O -2.60029 -0.68423 1.09297
O -1.38033 1.08006 1.77808
*
```

relative energy (zero: lowest compared OMol25 entry of this formula, charge and spin)	0.727	eV
largest force on an atom	7.03	eV Å⁻¹
gap between HOMO and LUMO (spin up / spin down)	7.31 / 4.90	eV
electronic energy	-2531.82126	a.u.


Record 3
# C9H21InN3O3

A structure of composition C9H21InN3O3 (the ωB97M-V functional and the def2-TZVPD basis, OMol25).

```
! RIJCOSX wB97M-V def2-TZVPD def2/J DEFGRID3
* xyz 3 1
In 28.23566 -15.08746 -10.15119
C 25.31980 -17.75926 -12.81059
C 24.90082 -16.51649 -12.05656
O 25.69781 -16.08666 -11.17950
N 23.70990 -15.88621 -12.14673
C 23.14320 -14.85206 -11.35201
H 24.60054 -18.10718 -13.55203
H 25.40496 -18.59875 -12.12059
H 26.31329 -17.68377 -13.25260
H 23.30286 -15.92213 -13.07037
H 22.08405 -14.64995 -11.51162
H 23.63413 -13.89709 -11.53940
H 23.27490 -15.02365 -10.28369
C 28.35492 -19.78415 -11.46351
C 27.96021 -19.22726 -10.06610
O 28.09900 -18.02330 -9.92334
N 27.42843 -20.03014 -9.13012
C 27.01189 -19.54312 -7.85948
H 29.39291 -19.73295 -11.79221
H 27.73495 -19.42284 -12.28399
H 28.05486 -20.83201 -11.46991
H 27.11577 -20.95652 -9.38345
H 25.93828 -19.38426 -7.96062
H 27.54963 -18.62319 -7.62996
H 27.15678 -20.31790 -7.10661
C 30.83949 -11.83253 -12.44679
C 31.22006 -13.25298 -12.36075
O 30.47429 -14.02920 -11.79372
N 32.28502 -13.67932 -13.03399
C 32.63783 -15.06442 -13.17690
H 31.52637 -11.02359 -12.19792
H 29.99795 -11.73191 -11.76138
H 30.33661 -11.60526 -13.38676
H 32.84914 -12.99624 -13.51903
H 33.63388 -15.32648 -12.82010
H 32.75602 -15.22306 -14.24880
H 31.90613 -15.75162 -12.75208
*
```

relative energy (zero: lowest compared OMol25 entry of this formula, charge and spin)	2.132	eV
largest force on an atom	3.39	eV Å⁻¹
gap between HOMO and LUMO	1.92	eV
electronic energy	-934.41988	a.u.


Record 4
# C9H21N3O3Tl

A structure of composition C9H21N3O3Tl (the ωB97M-V functional and the def2-TZVPD basis, OMol25).

```
! RIJCOSX wB97M-V def2-TZVPD def2/J DEFGRID3
* xyz 3 1
Tl 3.81351 13.53764 16.08775
C 3.33641 8.34696 16.39326
C 2.76537 9.69698 16.66170
O 3.18708 10.70850 16.07363
N 1.91324 9.84089 17.71813
C 1.15833 8.80264 18.42138
H 2.60819 7.56517 16.62443
H 4.19783 8.13414 17.02254
H 3.50621 8.20912 15.32722
H 1.73280 10.79423 18.01940
H 0.31484 9.22904 18.95705
H 1.85561 8.38488 19.16269
H 0.86831 8.01219 17.73576
C 7.91978 11.08826 16.84368
C 6.61531 11.30497 17.59507
O 5.94507 12.32599 17.50914
N 6.29674 10.32157 18.49843
C 5.27655 10.49514 19.47885
H 8.65954 11.85104 17.07721
H 7.70902 11.25091 15.78271
H 8.26694 10.06706 16.97181
H 6.76365 9.42144 18.46423
H 4.52103 11.23668 19.17521
H 5.70625 10.97151 20.37189
H 4.68235 9.61914 19.72747
C 4.35858 18.16659 16.13099
C 4.59123 17.22176 14.97665
O 3.93259 16.16050 14.92594
N 5.51016 17.51043 14.04700
C 5.83901 16.70554 12.87279
H 4.91740 19.09652 16.04650
H 4.57711 17.69008 17.08594
H 3.28120 18.34003 16.13824
H 6.13205 18.29931 14.21649
H 6.62620 15.99733 13.15671
H 6.13671 17.34090 12.04332
H 4.93784 16.13074 12.65480
*
```

relative energy (zero: lowest compared OMol25 entry of this formula, charge and spin)	0.632	eV
largest force on an atom	1.88	eV Å⁻¹
gap between HOMO and LUMO	2.15	eV
electronic energy	-916.79417	a.u.


Record 5
# C9H21N3OP2Ti

A structure of composition C9H21N3OP2Ti (the ωB97M-V functional and the def2-TZVPD basis, OMol25).

```
! RIJCOSX wB97M-V def2-TZVPD def2/J DEFGRID3
* xyz 0 3
Ti 0.11636 0.11282 0.32346
H 0.68102 1.84007 -0.25080
H 1.38951 1.48406 -0.00058
P -1.25890 1.17392 -1.54765
P 1.42099 -1.90535 0.87192
C 0.73501 -2.63515 2.37890
H 1.38119 -3.44611 2.75193
H 0.64493 -1.86537 3.15892
H -0.27353 -3.03146 2.18913
C 1.64139 -3.25304 -0.29588
H 2.10264 -2.85591 -1.21806
H 2.28242 -4.04302 0.13712
H 0.65550 -3.67504 -0.56278
C 3.08934 -1.37368 1.36571
H 3.03841 -0.62233 2.16638
H 3.67820 -2.22966 1.72436
H 3.60070 -0.91051 0.51032
C -1.61626 0.26155 -3.08893
H -2.17794 0.87316 -3.81298
H -0.66979 -0.05469 -3.54593
H -2.20099 -0.63605 -2.85071
C -2.92387 1.75421 -1.07733
H -2.85168 2.44924 -0.23136
H -3.43106 2.26797 -1.90945
H -3.53531 0.89891 -0.76689
C -0.54016 2.72326 -2.22796
H 0.44691 2.52212 -2.66475
H -1.17223 3.17720 -3.00687
H -0.40611 3.46101 -1.42645
C -1.85454 -0.16372 1.32305
O -2.45915 0.06471 2.29166
H 0.80748 -0.35097 -1.08413
N 0.72849 0.53918 2.19477
C 0.98258 1.02746 3.25237
N 1.40556 1.64926 4.26678
C 0.64191 2.10240 5.21201
N 0.01573 2.53736 6.10666
*
```

relative energy (zero: lowest compared OMol25 entry of this formula, charge and spin)	0.000	eV
largest force on an atom	3.71	eV Å⁻¹
gap between HOMO and LUMO (spin up / spin down)	6.70 / 8.37	eV
electronic energy	-2127.10534	a.u.


Record 6
# C9H21N3OP2V

A structure of composition C9H21N3OP2V (the ωB97M-V functional and the def2-TZVPD basis, OMol25).

```
! RIJCOSX wB97M-V def2-TZVPD def2/J DEFGRID3
* xyz 0 4
V 0.07183 -0.13654 -0.31243
H -1.04611 -0.79893 0.69074
H -1.12366 0.17542 0.71797
P -0.02692 -2.50027 -0.64559
P -0.02783 2.19183 -0.70445
C 1.38124 3.10204 0.02365
H 1.31288 4.16041 -0.25238
H 1.40456 3.02314 1.11795
H 2.32198 2.69549 -0.36221
C 0.01429 2.56159 -2.44632
H -0.85436 2.09091 -2.91081
H -0.00815 3.64440 -2.57644
H 0.92675 2.13674 -2.87064
C -1.47509 3.08142 -0.04265
H -1.52920 3.02978 1.05082
H -1.41850 4.13297 -0.34243
H -2.38628 2.63524 -0.45083
C 0.19008 -2.90456 -2.42273
H 0.14731 -3.98718 -2.60282
H -0.59863 -2.41237 -3.00396
H 1.15607 -2.52379 -2.77689
C 1.27987 -3.51553 0.13808
H 1.19057 -3.44915 1.22855
H 1.21509 -4.57098 -0.15943
H 2.26793 -3.13028 -0.14076
C -1.55194 -3.41641 -0.22615
H -2.40267 -2.93915 -0.72457
H -1.49309 -4.46777 -0.53408
H -1.71521 -3.36623 0.85581
C 1.62620 -0.26387 0.88246
O 2.48210 -0.20211 1.68589
H -1.21468 -0.17120 -1.29121
N -0.02962 1.04688 1.67187
C -0.26236 1.27361 2.82556
N -0.62957 1.59564 3.94298
C 0.11627 1.22470 4.99171
N 0.68887 0.95410 5.97571
*
```

largest force on an atom	6.36	eV Å⁻¹
gap between HOMO and LUMO (spin up / spin down)	7.53 / 7.91	eV
electronic energy	-2221.56180	a.u.


Which of these has the lowest largest force on an atom?
C9H21N3O3Tl